[1]
Density functional theory data (ωB97M-V/def2-TZVPD) for C11H16IrO5P as an isolated structure in a non-equilibrium geometry.

```
34
Properties=species:S:1:pos:R:3:mulliken_spin:R:1
O 1.330 3.382 -1.737 0.180
C 0.170 3.450 -1.837 0.490
Ir -0.247 -0.765 -2.460 1.487
C -0.310 -2.523 -1.772 0.196
O -0.334 -3.663 -1.520 0.165
C -0.359 -1.926 -4.072 0.120
O -0.523 -2.750 -4.880 0.034
C 1.547 -0.099 -2.656 0.146
O 2.654 0.212 -2.795 0.092
C -1.872 0.289 -2.591 0.088
O -2.853 0.872 -2.660 0.113
H -0.649 2.538 -1.834 0.293
C 0.464 -2.372 1.427 0.005
C -0.649 -1.370 1.068 0.055
P -0.123 0.065 -0.028 0.377
C -1.345 1.345 0.544 0.061
C -1.435 1.660 2.046 0.026
C 1.538 0.446 0.707 0.054
C 1.733 0.578 2.221 0.038
H 0.636 -3.063 0.593 0.001
H 0.112 -2.948 2.291 0.003
H 1.407 -1.877 1.687 -0.002
H -1.459 -1.871 0.505 -0.003
H -1.089 -0.930 1.976 0.010
H -1.123 2.258 -0.024 -0.028
H -2.320 0.996 0.193 0.003
H -0.544 2.203 2.395 0.000
H -2.320 2.285 2.204 0.004
H -1.571 0.740 2.630 -0.002
H 2.183 -0.375 0.345 0.005
H 1.893 1.362 0.194 -0.011
H 1.380 -0.291 2.792 -0.003
H 2.819 0.661 2.415 0.007
H 1.259 1.480 2.633 -0.002
```

2S+1: 5
Orbital gap (alpha / beta): 6.078 / 4.744 eV
Expectation value of S²: 6.02
Net charge: +2
Largest force on an atom: 8.3 eV/Å
Highest occupied orbital energy (alpha / beta): -14.5 / -17.9 eV
Calculated total energy: -1249.74244 hartree
Relative energy (zero: lowest compared OMol25 entry of this formula, charge and spin): 16.56 kcal per mole



[2]
Density functional theory data (ωB97M-V/def2-TZVPD) for C8H10O4 in the gas phase in a non-equilibrium geometry.

```
22
Properties=species:S:1:pos:R:3:mulliken_spin:R:1
C 2.979 0.283 0.104 0.587
C 2.436 -0.784 0.862 -0.147
C 2.205 1.070 -0.781 0.451
C 1.098 -1.095 0.626 0.592
C 0.837 0.756 -0.993 -0.120
C 0.306 -0.378 -0.280 0.443
C -1.898 0.271 0.717 0.046
C -1.181 -0.628 -0.487 0.023
O -2.790 1.235 0.163 0.006
O -1.101 0.946 1.568 0.014
O -1.493 -2.053 -0.187 0.015
O -1.576 -0.263 -1.751 0.003
H 4.083 0.463 0.110 0.022
H 3.204 -1.383 1.503 0.001
H 2.634 2.002 -1.105 0.019
H 0.585 -1.706 1.352 0.032
H 0.260 1.405 -1.680 0.009
H -2.398 -0.606 1.305 -0.002
H -3.276 0.993 -0.627 -0.001
H -1.690 1.499 2.069 -0.002
H -2.455 -2.109 -0.360 0.000
H -0.767 0.081 -2.129 0.010
```

2S+1: 3
Orbital gap (alpha / beta): 5.660 / 6.812 eV
Expectation value of S²: 2.06
Net charge: 0
Largest force on an atom: 5.8 eV/Å
Highest occupied orbital energy (alpha / beta): -5.0 / -9.5 eV
Calculated total energy: -611.59492 hartree
Relative energy (zero: lowest compared OMol25 entry of this formula, charge and spin): 20.29 kcal per mole



[3]
Density functional theory data (ωB97M-V/def2-TZVPD) for C4H6O in the gas phase in a non-equilibrium geometry.

```
11
Properties=species:S:1:pos:R:3:nbo_charge:R:1
C 0.894 -1.277 0.764 -0.199
C 1.590 -0.665 -0.187 -0.119
C 1.125 0.514 -0.536 0.009
O -0.003 0.846 0.267 -0.570
C -1.259 0.607 -0.324 -0.255
H 1.038 -1.036 1.815 0.206
H 0.019 -1.873 0.509 0.198
H 1.421 1.282 -1.242 0.195
H -1.270 -0.273 -0.989 0.171
H -1.537 1.495 -0.891 0.176
H -1.994 0.440 0.475 0.188
```

Orbital gap: 9.530 eV
Structure (SMILES): C=C=COC
Net charge: 0
Largest force on an atom: 1.0 eV/Å
Highest occupied orbital energy: -9.3 eV
Calculated total energy: -231.08376 hartree
Relative energy (zero: lowest compared OMol25 entry of this formula, charge and spin): 87.83 kcal per mole



[4]
Density functional theory data (ωB97M-V/def2-TZVPD) for C5H6N2O as an isolated structure in a non-equilibrium geometry.

```
14
Properties=species:S:1:pos:R:3:nbo_charge:R:1
C 2.396 0.164 0.169 0.251
C -0.155 0.222 0.022 0.459
C -1.326 0.994 -0.261 -0.380
C -2.383 0.041 -0.031 -0.281
C -1.928 -1.276 0.061 0.020
H 3.429 -1.491 -0.339 0.341
H 3.350 0.806 1.006 0.190
H 0.999 1.763 0.591 0.402
H -1.594 2.118 -0.412 0.241
H -3.429 0.252 -0.402 0.217
H -2.487 -2.232 -0.062 0.234
N 2.549 -1.112 -0.414 -0.652
N 1.078 0.832 -0.138 -0.623
O -0.498 -1.080 0.209 -0.417
```

Orbital gap: 8.345 eV
Net charge: 0
Largest force on an atom: 8.9 eV/Å
Highest occupied orbital energy: -7.8 eV
Calculated total energy: -378.68789 hartree
Relative energy (zero: lowest compared OMol25 entry of this formula, charge and spin): 114.87 kcal per mole



[5]
Density functional theory data (ωB97M-V/def2-TZVPD) for C4H6NiO5 as an isolated structure in a non-equilibrium geometry.

```
16
Properties=species:S:1:pos:R:3:mulliken_spin:R:1
H -1.288 0.911 1.665 0.003
O -0.696 0.144 -0.178 0.008
O -3.227 0.930 -0.735 0.001
C -1.608 0.196 0.887 -0.003
C -2.962 0.623 0.400 0.000
H -1.727 -0.783 1.383 0.001
H -3.739 0.603 1.196 0.001
O 1.157 0.642 1.152 0.467
C 0.601 -0.125 0.193 0.005
O 1.436 0.158 -0.900 0.661
Ni 2.674 1.062 0.176 1.559
O 0.810 -1.445 0.467 0.234
C 1.260 -1.824 -1.223 -0.042
H 0.657 -2.743 -1.214 0.070
H 0.899 -1.496 -2.207 0.037
H 2.314 -2.100 -1.144 -0.001
```

2S+1: 4
Orbital gap (alpha / beta): 6.269 / 4.674 eV
Expectation value of S²: 3.78
Net charge: +1
Largest force on an atom: 3.3 eV/Å
Highest occupied orbital energy (alpha / beta): -12.9 / -12.9 eV
Calculated total energy: -2039.97546 hartree



[6]
Density functional theory data (ωB97M-V/def2-TZVPD) for a 2-piece molecular cluster, C6H13NO overall in a non-equilibrium geometry.

```
21
Properties=species:S:1:pos:R:3:nbo_charge:R:1
C 1.242 -1.180 -3.615 -0.377
C 0.494 -0.917 -2.500 -0.190
C 0.716 -1.504 -1.118 -0.109
O 0.978 -0.381 -0.195 -0.751
H 0.889 -0.875 -4.575 0.199
H 2.188 -1.701 -3.661 0.198
H -0.408 -0.292 -2.493 0.202
H -0.199 -2.071 -0.771 0.180
H 1.535 -2.213 -1.134 0.178
H 1.559 -0.650 0.510 0.481
C -1.613 -0.279 3.056 -0.524
C -1.084 0.812 2.511 0.011
N -1.035 1.076 1.126 -0.636
C -0.225 2.245 0.743 -0.410
H -2.173 -1.072 2.514 0.198
H -1.382 -0.471 4.080 0.199
H -0.676 1.626 3.110 0.180
H -0.783 0.267 0.569 0.399
H -0.135 2.269 -0.351 0.208
H -0.667 3.195 1.062 0.194
H 0.778 2.114 1.132 0.172
```

Orbital gap: 8.496 eV
Structure (SMILES): C=CCO.C=CNC
Net charge: 0
Largest force on an atom: 2.5 eV/Å
Highest occupied orbital energy: -7.7 eV
Calculated total energy: -366.31788 hartree
Relative energy (zero: lowest compared OMol25 entry of this formula, charge and spin): 72.81 kcal per mole